Record 1
{"formula": "C2H6N4O", "method": "ωB97M-V with the def2-TZVPD basis set", "symbols": ["C", "C", "H", "H", "H", "H", "H", "H", "N", "N", "N", "N", "O"], "coordinates": [[-0.255, 0.932, -0.170], [0.888, -0.835, 0.925], [-0.472, -1.904, -0.935], [-2.176, -0.865, -1.646], [-0.124, 0.671, -2.217], [-0.857, 2.613, 0.519], [-0.169, 0.812, 1.971], [1.114, -1.108, -0.189], [-0.843, -1.004, -1.494], [-0.075, 0.138, -1.373], [-0.786, 2.137, -0.474], [0.166, 0.442, 1.032], [1.207, -1.599, 1.767]], "lowdin_charge": [-0.4837, -0.3156, 0.1098, 0.2229, 0.1072, 0.0639, 0.1833, 0.1400, -0.1270, -0.1642, 0.0809, 0.1103, 0.0721], "spin_multiplicity": 1, "lumo_ev": 0.634, "gap_ev": 9.694, "e_above_lowest_kj_mol": 429.9}

Record 2
{"formula": "C16H27I3PRe", "method": "ωB97M-V with the def2-TZVPD basis set", "symbols": ["Re", "I", "C", "I", "H", "H", "C", "C", "C", "C", "P", "C", "C", "C", "C", "C", "C", "C", "C", "C", "C", "H", "H", "H", "H", "H", "H", "H", "H", "H", "H", "H", "H", "H", "H", "H", "H", "H", "H", "H", "H", "H", "H", "H", "I", "C", "H", "H"], "coordinates": [[0.493, 1.493, -1.754], [0.640, 4.293, -1.398], [-1.285, 4.396, -2.309], [-1.968, 2.412, -2.703], [-1.179, 4.908, -3.260], [-1.975, 4.872, -1.621], [0.198, 1.971, 2.174], [-0.694, 0.926, 1.488], [-1.227, -0.102, 2.504], [-1.899, 1.627, 0.857], [0.232, -0.029, 0.179], [-0.786, -1.406, -0.353], [-0.817, -2.568, 0.424], [-1.641, -3.622, 0.055], [-2.441, -3.532, -1.073], [-2.434, -2.378, -1.845], [-1.610, -1.325, -1.479], [1.965, -0.534, 0.634], [2.884, 0.708, 0.566], [2.045, -1.102, 2.063], [2.445, -1.611, -0.346], [-0.439, 2.629, 2.769], [0.747, 2.603, 1.472], [0.914, 1.517, 2.855], [-1.700, 0.476, 3.302], [-0.454, -0.712, 2.960], [-1.991, -0.749, 2.073], [-2.557, 1.976, 1.655], [-2.487, 0.966, 0.215], [-1.595, 2.519, 0.301], [-0.219, -2.663, 1.318], [-1.656, -4.518, 0.661], [-3.078, -4.360, -1.352], [-3.065, -2.304, -2.720], [-1.625, -0.430, -2.093], [2.797, 1.330, 1.453], [2.714, 1.356, -0.306], [3.922, 0.378, 0.489], [1.787, -0.373, 2.827], [3.091, -1.377, 2.221], [1.459, -2.004, 2.209], [2.473, -1.273, -1.381], [1.839, -2.515, -0.294], [3.468, -1.880, -0.077], [2.692, 0.975, -3.279], [0.805, -0.019, -3.145], [0.934, -1.054, -2.846], [0.275, 0.105, -4.088]], "lowdin_charge": [0.5631, 1.0590, -0.9358, 1.1622, 0.0085, 0.0132, -0.0643, -0.6598, -0.0449, -0.1205, 1.0760, -0.3672, -0.0725, -0.0100, -0.0077, -0.0290, -0.1331, -0.6511, -0.0893, -0.0447, -0.0666, 0.1137, 0.0462, 0.0844, 0.1193, 0.0806, 0.0963, 0.1162, 0.0718, 0.0135, 0.1020, 0.1345, 0.1348, 0.1269, 0.0139, 0.0853, -0.0131, 0.1157, 0.0787, 0.1193, 0.0827, 0.0204, 0.0941, 0.1157, 1.1665, -0.7240, 0.0070, 0.0124], "spin_multiplicity": 4, "lumo_ev": [-12.766, -12.493], "charge": 3, "gap_ev": [5.445, 5.716], "s2": 3.81, "e_above_lowest_kj_mol": 29.4}

Record 3
{"formula": "C16H18BBaFN6", "method": "ωB97M-V with the def2-TZVPD basis set", "symbols": ["C", "N", "N", "C", "C", "B", "N", "N", "C", "C", "C", "Ba", "N", "N", "C", "C", "C", "H", "H", "H", "H", "H", "H", "H", "H", "H", "H", "H", "C", "H", "H", "H", "F", "C", "C", "C", "C", "C", "C", "H", "H", "H", "H"], "coordinates": [[2.769, -0.774, -0.219], [1.506, -0.666, -0.704], [1.594, -0.253, -2.024], [2.893, -0.085, -2.354], [3.655, -0.413, -1.232], [0.322, -0.223, -2.933], [-0.597, -1.402, -2.482], [-0.689, -1.910, -1.179], [-1.606, -2.917, -1.222], [-2.021, -3.099, -2.553], [-1.371, -2.133, -3.309], [0.401, -2.032, 1.165], [-0.403, 1.152, -2.771], [-0.905, 1.510, -1.547], [-1.319, 2.776, -1.627], [-1.149, 3.236, -2.962], [-0.560, 2.170, -3.652], [-1.696, 3.321, -0.765], [-0.240, 2.067, -4.676], [-1.416, 4.195, -3.343], [0.599, -0.313, -4.102], [-1.398, -1.898, -4.368], [3.186, 0.218, -3.347], [-2.714, -3.830, -2.924], [4.719, -0.419, -1.155], [-1.947, -3.396, -0.306], [2.968, -1.127, 0.799], [-2.227, -1.537, 0.956], [-2.103, -1.906, 1.987], [-3.098, -2.126, 2.372], [-1.565, -2.874, 1.999], [-1.612, -1.153, 2.633], [1.175, 2.807, 6.174], [0.832, 2.065, 5.063], [1.763, 1.888, 4.045], [1.415, 1.052, 2.936], [0.200, 0.418, 2.959], [-0.771, 0.700, 3.886], [-0.445, 1.512, 5.006], [2.731, 2.387, 4.094], [2.107, 0.964, 2.090], [-1.804, 0.348, 3.804], [-1.179, 1.700, 5.786]], "lowdin_charge": [-0.2309, -0.2021, -0.0152, -0.0231, -0.0386, -0.4623, -0.0209, -0.1884, -0.1698, -0.0317, -0.0410, 2.0346, 0.0192, 0.1580, -0.0465, 0.1070, 0.0638, 0.1331, 0.1543, 0.1321, 0.1267, 0.1398, 0.1378, 0.1080, 0.1054, 0.0910, 0.0698, 0.0239, -0.1995, 0.0768, -0.0457, -0.0349, 0.0710, -0.2232, 0.0334, -0.1017, -0.1244, -0.1002, 0.0386, 0.1366, 0.0950, 0.1064, 0.1379], "spin_multiplicity": 1, "lumo_ev": [-7.744, -9.816], "charge": 2, "gap_ev": [7.123, 5.050]}

Record 4
{"formula": "C5H9N", "method": "ωB97M-V with the def2-TZVPD basis set", "symbols": ["C", "C", "C", "N", "C", "C", "H", "H", "H", "H", "H", "H", "H", "H", "H"], "coordinates": [[0.028, -1.749, -0.826], [-0.699, -0.919, 0.043], [-0.734, 0.366, 0.656], [-1.452, 0.531, 1.895], [0.566, 0.771, 0.236], [1.024, 1.112, -1.164], [0.992, -2.201, -0.572], [-0.465, -2.387, -1.602], [-1.672, -1.398, 0.285], [-1.431, 1.500, 2.200], [-1.057, -0.091, 2.591], [1.394, 0.712, 0.924], [1.935, 1.733, -1.115], [1.293, 0.271, -1.789], [0.278, 1.749, -1.761]], "lowdin_charge": [-0.0254, -0.2118, -0.3262, 0.0729, -0.0565, -0.1138, 0.0508, 0.0539, 0.0836, 0.0721, 0.0785, 0.1005, 0.0675, 0.0483, 0.1056], "spin_multiplicity": 1, "lumo_ev": -0.393, "smiles": "C=C/C(N)=C\\C", "gap_ev": 6.294, "e_above_lowest_kj_mol": 563.6}

Record 5
{"formula": "H2NO2S", "method": "ωB97M-V with the def2-TZVPD basis set", "symbols": ["N", "O", "O", "S", "H", "H"], "coordinates": [[-0.996, 0.398, -0.912], [-0.091, -1.396, 0.609], [-0.191, 0.922, 1.477], [-0.158, 0.049, 0.342], [-1.000, -0.601, -1.255], [2.436, 0.628, -0.261]], "lowdin_charge": [-0.2984, -0.4744, -0.4411, 0.3394, -0.0124, -0.1130], "spin_multiplicity": 1, "lumo_ev": [3.886, 3.524], "charge": -1, "gap_ev": [8.473, 6.258], "e_above_lowest_kj_mol": 325.1}

Record 6
{"formula": "C19H15BCoF4N3O2S3Te", "method": "ωB97M-V with the def2-TZVPD basis set", "symbols": ["Co", "S", "C", "C", "C", "C", "C", "C", "C", "C", "C", "N", "H", "H", "H", "H", "H", "H", "O", "C", "C", "C", "C", "C", "C", "C", "O", "N", "N", "C", "S", "C", "C", "S", "H", "H", "H", "H", "H", "H", "H", "H", "H", "Te", "F", "B", "F", "F", "F"], "coordinates": [[-0.231, 1.010, 0.078], [-0.531, 5.385, -0.409], [1.148, 5.058, -0.145], [1.387, 3.731, 0.064], [0.225, 2.912, 0.033], [-0.886, 3.672, -0.243], [-2.151, 3.039, -0.401], [-3.397, 3.671, -0.421], [-4.548, 2.926, -0.549], [-4.426, 1.541, -0.681], [-3.168, 0.980, -0.653], [-2.031, 1.674, -0.501], [1.840, 5.887, -0.121], [2.385, 3.350, 0.247], [-3.426, 4.750, -0.319], [-5.525, 3.393, -0.547], [-5.295, 0.909, -0.808], [-3.048, -0.085, -0.804], [3.102, -3.256, -0.445], [3.874, -2.141, -0.501], [5.258, -2.248, -0.486], [6.072, -1.128, -0.592], [5.485, 0.119, -0.740], [4.108, 0.237, -0.740], [3.262, -0.870, -0.593], [1.824, -0.612, -0.479], [1.429, 0.590, -0.646], [0.970, -1.577, -0.161], [-0.261, -1.119, 0.102], [-1.201, -2.029, 0.217], [-0.736, -3.751, 0.021], [-2.080, -4.284, -1.103], [-3.460, -4.395, -0.470], [-4.319, -2.793, -0.345], [3.671, -4.022, -0.326], [5.708, -3.232, -0.385], [7.149, -1.239, -0.560], [6.107, 1.001, -0.840], [3.628, 1.201, -0.835], [-1.752, -5.262, -1.466], [-2.108, -3.583, -1.938], [-3.396, -4.833, 0.527], [-4.106, -5.016, -1.098], [-2.937, -1.685, 1.359], [-0.426, 0.842, 2.419], [-0.714, 0.428, 3.751], [0.099, 1.123, 4.643], [-2.077, 0.690, 4.032], [-0.492, -0.958, 3.859]], "lowdin_charge": [0.4003, 0.9066, -0.4650, -0.1966, -0.1844, -0.5215, -0.2721, -0.0531, -0.1028, -0.0949, -0.1955, 0.0535, 0.0361, 0.0851, 0.0901, 0.0881, 0.0909, 0.0169, 0.0509, -0.2599, -0.0565, -0.1232, -0.1151, -0.0156, -0.0551, -0.4199, -0.0999, 0.0197, -0.1558, -0.9549, 0.7923, -0.5924, -0.7043, 0.2793, 0.0953, 0.0990, 0.0861, 0.0885, 0.1085, 0.0519, 0.0612, 0.0463, 0.0469, 1.0370, 0.0681, -1.2785, 0.0966, 0.0547, 0.0670], "spin_multiplicity": 1, "lumo_ev": [4.183, 4.184], "charge": -2, "gap_ev": [4.010, 3.953], "e_above_lowest_kj_mol": 314.8}

Record 7
{"formula": "C4H10NO2", "method": "ωB97M-V with the def2-TZVPD basis set", "symbols": ["C", "C", "C", "C", "N", "O", "O", "H", "H", "H", "H", "H", "H", "H", "H", "H", "H"], "coordinates": [[1.186, -1.089, -0.490], [0.428, -0.742, 0.748], [1.389, 1.431, 0.125], [-3.000, -0.552, -0.438], [0.558, 0.258, -0.283], [-4.273, -0.213, -0.403], [-2.048, 0.185, -0.223], [2.208, -1.230, -0.521], [0.596, -1.603, -1.205], [0.924, -0.509, 1.614], [0.722, 2.169, 0.697], [2.197, 1.012, 0.855], [1.653, 1.980, -0.782], [-0.450, -1.048, 1.130], [-2.799, -1.635, -0.724], [-4.502, 0.723, -0.055], [-0.372, 0.303, -0.659]], "lowdin_charge": [0.0604, -0.0666, 0.0316, -0.3329, -0.0949, 0.1136, 0.0058, 0.1140, 0.1226, 0.1023, 0.1317, 0.1463, 0.0996, 0.0898, 0.1751, 0.1930, 0.1086], "spin_multiplicity": 1, "lumo_ev": -2.580, "charge": 1, "gap_ev": 12.732, "e_above_lowest_kj_mol": 260.1}

Record 8
{"formula": "C6H13O3", "method": "ωB97M-V with the def2-TZVPD basis set", "symbols": ["C", "O", "C", "C", "O", "H", "H", "H", "H", "H", "H", "C", "O", "C", "C", "H", "H", "H", "H", "H", "H", "H"], "coordinates": [[-2.090, 1.392, -1.577], [-2.514, 0.205, -0.941], [-1.439, -0.560, -0.511], [-1.787, -1.691, 0.411], [-2.898, -2.003, 0.734], [-2.988, 1.963, -1.839], [-1.436, 1.999, -0.928], [-1.512, 1.162, -2.488], [-0.735, 0.069, 0.074], [-0.831, -0.984, -1.335], [-0.573, -1.786, 1.134], [1.796, 1.568, -0.098], [1.377, 0.704, 0.927], [1.847, -0.614, 0.778], [1.089, -1.538, 1.675], [1.404, 2.568, 0.125], [2.897, 1.615, -0.165], [1.385, 1.244, -1.071], [2.935, -0.627, 1.000], [1.747, -0.957, -0.272], [1.450, -2.570, 1.689], [0.876, -1.160, 2.679]], "lowdin_charge": [-0.1020, -0.1573, -0.2441, -0.2079, 0.0932, 0.0940, 0.0868, 0.0913, 0.1099, 0.1406, 0.1453, -0.1233, -0.2252, -0.3323, -0.0189, 0.0925, 0.0922, 0.0843, 0.1281, 0.1188, 0.0640, 0.0701], "spin_multiplicity": 2, "lumo_ev": [0.817, -0.561], "gap_ev": [8.656, 8.976], "s2": 0.77, "e_above_lowest_kj_mol": 316.8}

Record 9
{"formula": "C3HCeFO3", "method": "ωB97M-V with the def2-TZVPD basis set", "symbols": ["O", "C", "C", "O", "O", "C", "H", "Ce", "F"], "coordinates": [[0.682, -0.760, 2.560], [1.713, -1.046, 1.751], [-0.286, -0.142, 1.784], [2.723, -1.610, 2.083], [1.417, -0.622, 0.519], [0.132, -0.024, 0.514], [-1.187, 0.181, 2.296], [-1.078, 0.901, -1.629], [-1.586, 2.186, -3.176]], "lowdin_charge": [0.1291, -0.5652, -0.1119, 0.1766, 0.0262, -0.3161, 0.1284, 2.0223, -0.4893], "spin_multiplicity": 2, "lumo_ev": [-6.505, -6.462], "charge": 1, "gap_ev": [6.156, 6.215], "s2": 0.75}